125
Properties=species:S:1:pos:R:3:mulliken_charge:R:1 method="wB97M-V/def2-TZVPD" e_homo_ev=-8.50 largest_force_ev_per_a=0.98 homo_lumo_gap_ev=8.773 energy_ha=-8427.01106
Ca -0.666 1.152 -0.271 1.2386
C -5.059 0.738 2.503 -1.7437
C -3.854 1.330 1.774 1.0945
O -3.804 2.747 2.000 -0.6124
P -2.295 0.786 2.524 0.3295
O -2.435 1.118 4.078 -0.5942
O -2.202 -0.792 2.516 -0.4010
O -1.070 1.385 1.944 -0.6703
P -3.922 0.868 -0.041 0.8019
O -3.867 2.348 -0.704 -0.6983
O -5.185 0.169 -0.305 -0.8548
O -2.594 0.192 -0.333 -0.3628
H -4.980 0.870 3.582 0.3612
H -5.184 -0.318 2.257 0.3165
H -5.954 1.244 2.148 0.4023
H -3.825 3.178 1.131 0.4978
H -2.520 2.066 4.248 0.3815
H -3.042 -1.266 2.577 0.3181
H -3.080 2.518 -1.260 0.3939
O -1.231 2.640 -1.849 -0.1430
N -0.766 2.464 -3.038 -1.6114
N 0.234 1.688 -3.085 2.1758
O 0.733 1.100 -2.030 -0.1377
C 0.840 1.432 -4.358 -0.0774
C 0.376 2.060 -5.510 -0.6394
C 0.996 1.788 -6.717 -0.6061
C 2.065 0.904 -6.779 -0.6018
C 2.515 0.286 -5.623 -1.0234
C 1.905 0.547 -4.406 0.1845
H -0.454 2.747 -5.450 0.4834
H 0.639 2.271 -7.617 0.4281
H 2.543 0.697 -7.728 0.4134
H 3.346 -0.406 -5.665 0.4608
H 2.245 0.080 -3.493 0.2751
C 0.946 -1.559 2.090 -0.7882
Si 1.174 -2.845 0.716 -1.5671
C 2.772 -2.384 -0.242 2.9988
C 4.035 -2.699 0.567 -2.1578
C 2.851 -3.097 -1.597 -1.7000
C 2.726 -0.874 -0.499 -1.3633
C 1.252 -4.560 1.591 2.3836
C -0.170 -4.968 1.998 -1.8780
C 1.830 -5.657 0.695 -1.8348
C 2.094 -4.469 2.872 -1.8380
H 1.878 -1.436 2.649 0.4162
H 0.174 -1.868 2.797 0.3970
H 0.660 -0.569 1.727 -0.1577
H 4.168 -3.772 0.715 0.3952
H 4.022 -2.216 1.548 0.3701
H 4.917 -2.330 0.031 0.5280
H 2.933 -4.179 -1.488 0.3338
H 3.733 -2.751 -2.148 0.4901
H 1.972 -2.890 -2.215 0.2115
H 2.706 -0.299 0.432 0.0504
H 1.858 -0.593 -1.101 -0.5922
H 3.618 -0.564 -1.058 0.7496
H -0.797 -5.163 1.125 0.2941
H -0.657 -4.201 2.607 0.2454
H -0.137 -5.888 2.592 0.5731
H 1.268 -5.759 -0.236 0.2517
H 1.787 -6.620 1.217 0.5305
H 2.876 -5.469 0.446 0.3230
H 1.687 -3.736 3.572 0.3009
H 3.133 -4.206 2.670 0.3131
H 2.092 -5.441 3.379 0.5518
C -3.340 -0.507 -3.771 -1.2351
C -3.055 -1.971 -3.452 0.4722
C -1.574 -2.336 -3.578 -1.3876
C -0.742 -1.789 -2.412 2.0226
Ge -0.676 -3.000 -0.839 0.8336
C -2.465 -3.168 0.005 0.2614
C -3.253 -4.373 -0.504 -0.4764
C -4.698 -4.404 -0.005 -0.8550
C -5.584 -3.337 -0.641 -0.8607
H -4.406 -0.291 -3.696 0.4503
H -3.006 -0.257 -4.781 0.3903
H -2.828 0.160 -3.074 -0.0628
H -3.650 -2.611 -4.110 0.4700
H -3.394 -2.178 -2.432 -0.3726
H -1.192 -1.917 -4.516 0.4830
H -1.458 -3.421 -3.657 0.4210
H -1.191 -0.846 -2.094 -0.8700
H 0.280 -1.556 -2.719 -0.5469
H -0.348 -4.412 -1.424 -0.1916
H -2.997 -2.233 -0.189 -0.4757
H -2.342 -3.244 1.089 0.5885
H -2.743 -5.292 -0.198 0.3674
H -3.255 -4.387 -1.600 0.3273
H -4.699 -4.291 1.086 0.2951
H -5.122 -5.393 -0.206 0.4025
H -5.213 -2.325 -0.471 0.0710
H -6.599 -3.382 -0.242 0.4331
H -5.647 -3.489 -1.721 0.2522
C 4.777 4.938 3.486 -0.5157
C 4.942 3.672 2.942 -0.6993
C 3.984 3.159 2.080 -0.2691
C 2.866 3.915 1.742 0.5830
C 2.705 5.182 2.289 -0.3740
C 3.657 5.690 3.161 -0.7354
As 1.586 3.129 0.494 0.7402
C 2.239 3.765 -1.214 0.0939
C 3.284 3.243 -1.957 -0.4174
C 3.531 3.736 -3.231 -0.6327
C 2.722 4.735 -3.758 -0.9577
C 1.667 5.251 -3.021 -0.7126
C 1.417 4.770 -1.739 0.5442
C 0.302 5.179 -0.866 0.5089
C -0.672 6.123 -1.171 -0.4512
C -1.710 6.359 -0.283 -0.8656
C -1.795 5.654 0.911 -0.6092
C -0.829 4.707 1.227 -0.6579
C 0.222 4.486 0.350 0.3992
H 5.520 5.337 4.165 0.3670
H 5.812 3.080 3.196 0.4120
H 4.106 2.161 1.672 0.3777
H 1.838 5.778 2.029 0.3862
H 3.525 6.677 3.585 0.4037
H 3.891 2.438 -1.558 0.4041
H 4.343 3.331 -3.821 0.4479
H 2.910 5.106 -4.757 0.4179
H 1.034 6.016 -3.453 0.3916
H -0.636 6.664 -2.108 0.4038
H -2.469 7.090 -0.529 0.3983
H -2.619 5.836 1.590 0.4648
H -0.908 4.132 2.141 0.3364